Here is a structure of composition C11H24AsBF2NiO2S4Si2 from OMol25. Energies are from ωB97M-V/def2-TZVPD.

Kohn-Sham gap = 0.1992 hartree
LUMO level = 4.85 eV
HOMO = -0.6 eV
M = 555.17 u

ORCA input file:
```
! wB97M-V def2-TZVPD RIJCOSX def2/J DEFGRID3
* xyz -2 1
Ni 1.3801 0.9393 0.2815
O 4.7122 4.1996 -4.6884
C 4.0326 3.6850 -3.8208
S 2.7557 2.5102 -4.1236
C 2.2632 2.2558 -2.4580
C 2.9333 2.9518 -1.5244
S 2.6246 2.8616 0.2002
S 4.1988 4.0264 -2.1009
S 0.9623 1.1489 -2.1057
F 3.8898 -0.4144 0.0815
B 2.9405 0.1041 0.8846
F 3.2856 0.0247 2.1993
C -2.6991 0.7961 -1.0519
Si -1.9286 -0.8463 -0.5607
C -1.4523 -1.6425 -2.1990
C -3.3774 -1.8690 0.1186
As -0.3308 -0.5937 1.1083
Si 0.3168 -2.8190 1.2957
C -0.5201 -3.5465 2.8335
C 2.1580 -3.0263 1.6075
C -0.0900 -4.0704 -0.0610
H -3.5875 0.5992 -1.6641
H -1.9941 1.3868 -1.6393
H -2.9815 1.3900 -0.1813
H -2.3249 -1.6366 -2.8637
H -1.1044 -2.6690 -2.0919
H -0.6545 -1.0645 -2.6711
H -4.2324 -1.8387 -0.5665
H -3.6892 -1.4695 1.0869
H -3.0995 -2.9159 0.2717
H -0.2895 -2.9296 3.7056
H -0.1875 -4.5728 3.0308
H -1.6076 -3.5475 2.7162
H 2.5094 -2.3238 2.3651
H 2.7373 -2.8300 0.7023
H 2.3707 -4.0460 1.9489
H -1.1581 -4.1178 -0.2819
H 0.2369 -5.0604 0.2776
H 0.4321 -3.8331 -0.9901
C -1.5662 4.1186 2.0545
C -0.7249 4.0187 0.7999
O -0.6490 2.6512 0.4455
H -1.5770 5.1434 2.4363
H -1.1563 3.4616 2.8230
H -2.5932 3.8038 1.8588
H 0.2804 4.4189 0.9713
H -1.1807 4.5987 -0.0134
H -0.2640 2.5889 -0.4476
*
```

Partial atomic charges computed with the Mulliken method, in multiples of e: 0.42 -0.67 0.58 -0.19 0.05 0.00 -0.47 -0.21 -0.54 -0.25 0.10 -0.24 -0.92 0.48 -1.00 -1.16 -0.06 0.54 -1.20 -1.09 -1.21 0.42 0.21 0.14 0.30 0.31 0.19 0.37 0.27 0.26 0.29 0.31 0.29 0.23 0.25 0.34 0.33 0.38 0.27 -1.26 -0.15 -0.16 0.39 0.29 0.28 0.23 0.28 -0.01